*P*
DFT (ωB97M-V/def2-TZVPD) results for a molecular structure, C4H6O2P.

Each line ends with the Löwdin charge.
Cartesian coordinates (Å):
C1 -0.2698 -2.0385 0.0823  -0.02
C2 -0.6126 -0.7888 -0.2920  -0.30
C3 0.6314 0.6330 1.2735  -0.66
C4 0.3126 0.2726 -0.3066  -0.51
O1 0.3544 1.8677 1.3949  -0.22
O2 1.1294 -0.1300 2.1475  -0.07
P1 -0.5195 1.8947 -0.6734  0.78
H1 -1.0640 -2.7193 0.5483  0.06
H2 0.7769 -2.3714 0.0711  0.05
H3 -1.6221 -0.5567 -0.2070  0.06
H4 1.1666 -0.0218 -0.8073  0.08
H5 -0.8231 1.3196 -1.9417  -0.15
H6 0.5398 2.6388 -1.2895  -0.11

Computed properties:
* total charge: -1
* E_HOMO: -4.04 eV
* gap between HOMO and LUMO: 8.329 eV

***

*Q*
DFT (ωB97M-V/def2-TZVPD) results for a molecular structure, C4H6O2P.

Each line ends with the Löwdin charge.
Cartesian coordinates (Å):
C1 -1.1232 -1.4204 0.4914  -0.10
C2 -0.3478 -0.4404 0.7610  -0.38
C3 2.4850 -0.9078 0.0179  -0.65
C4 0.7393 0.0894 -0.0207  -0.60
O1 3.2932 -0.1520 0.4798  -0.05
O2 2.2908 -2.0528 -0.3154  -0.01
P1 1.1266 1.8571 0.0442  0.67
H1 -2.0563 -1.6745 1.1890  0.07
H2 -1.0088 -2.0989 -0.3134  0.03
H3 -0.5326 0.1464 1.7707  0.12
H4 0.4410 0.0165 -1.1911  0.10
H5 2.3104 1.9619 -0.8329  -0.10
H6 1.8527 1.8750 1.3409  -0.10

Computed properties:
* total charge: -1
* E_HOMO: -3.07 eV
* gap between HOMO and LUMO: 7.302 eV

***

Least stable: *Q*

***

*P*
DFT (ωB97M-V/def2-TZVPD) results for a molecular structure, C37H43Cl2N4O2Zr.

Each line ends with the Löwdin charge.
Cartesian coordinates (Å):
Zr1 0.1711 -0.4835 -0.0357  1.65
O1 2.8623 2.3387 1.8491  0.14
C1 2.2008 1.3952 1.5030  -0.43
N1 1.1228 1.3853 0.6311  -0.03
C2 0.7353 2.5806 0.0549  -0.50
O2 0.8624 3.6983 0.4796  0.12
C3 0.0222 2.3774 -1.2712  -0.20
C4 -0.2175 3.4671 -2.0898  0.03
C5 -0.8594 3.2616 -3.2969  -0.01
C6 -1.2553 1.9772 -3.6454  -0.02
C7 -0.9947 0.9414 -2.7712  -0.11
N2 -0.3644 1.1369 -1.6057  -0.04
C8 2.5512 0.0056 1.9632  -0.17
C9 3.5829 -0.1967 2.8576  0.04
C10 3.8449 -1.4914 3.2764  -0.01
C11 3.0620 -2.5282 2.7947  -0.02
C12 2.0458 -2.2442 1.9018  -0.08
N3 1.8037 -0.9960 1.4832  -0.02
H1 0.1069 4.4412 -1.7535  0.13
H2 -1.0530 4.0906 -3.9645  0.12
H3 -1.7586 1.7722 -4.5790  0.12
H4 -1.2887 -0.0732 -3.0038  0.10
H5 4.1442 0.6598 3.2018  0.13
H6 4.6449 -1.6898 3.9769  0.12
H7 3.2261 -3.5497 3.1059  0.12
H8 1.3990 -3.0128 1.5041  0.10
Cl1 -2.0788 2.7550 1.3380  0.67
C13 -3.4085 1.6355 1.1384  -0.91
Cl2 -2.9615 0.2596 0.1006  0.65
H9 -4.2349 2.1472 0.6602  0.04
H10 -3.6786 1.2216 2.1037  0.03
C14 2.7164 -2.1580 -4.6432  -0.04
C15 3.3466 -2.2239 -3.2449  -0.63
C16 4.6354 -1.3921 -3.2079  -0.04
C17 3.6537 -3.6829 -2.8788  -0.04
C18 2.3944 -1.6806 -2.2681  -0.10
C19 1.5927 -1.2461 -1.4612  -0.13
H11 3.4153 -2.5590 -5.3787  0.09
H12 2.4811 -1.1294 -4.9177  0.09
H13 1.7989 -2.7471 -4.6849  0.08
H14 5.3478 -1.7900 -3.9321  0.09
H15 5.0911 -1.4289 -2.2182  0.09
H16 4.4365 -0.3497 -3.4568  0.09
H17 4.3596 -4.0975 -3.6000  0.09
H18 2.7481 -4.2917 -2.8961  0.07
H19 4.0971 -3.7513 -1.8850  0.09
C20 -1.1704 1.0669 4.4842  -0.04
C21 -1.5215 -0.2758 3.9069  -0.27
C22 -2.3018 -1.1828 4.6235  -0.01
C23 -2.5836 -2.4334 4.1043  -0.25
C24 -3.3642 -3.4416 4.8996  -0.04
C25 -2.1270 -2.7815 2.8293  0.01
C26 -1.3948 -1.8875 2.0539  -0.30
C27 -1.0716 -0.6520 2.6532  -0.09
N4 -0.9384 -2.0653 0.7277  -0.16
C28 -1.3725 -3.0960 -0.2546  -0.44
C29 -2.7357 -3.7697 -0.0277  -0.08
C30 -3.0813 -4.6963 -1.2058  -0.27
C31 -3.1299 -3.9314 -2.5273  -0.11
C32 -1.7655 -3.2897 -2.7729  -0.27
C33 -0.6744 -4.3609 -2.8411  -0.10
C34 -0.6479 -5.1539 -1.5316  -0.27
C35 -2.0171 -5.7943 -1.2937  -0.11
C36 -0.3089 -4.2001 -0.3804  -0.09
C37 -1.4825 -2.3454 -1.6001  -0.16
H20 -1.0238 0.9988 5.5613  0.09
H21 -1.9668 1.7935 4.3078  0.07
H22 -0.2620 1.4733 4.0371  0.08
H23 -2.6591 -0.9145 5.6110  0.12
H24 -3.7484 -3.0113 5.8227  0.08
H25 -2.7340 -4.2930 5.1635  0.09
H26 -4.2095 -3.8263 4.3277  0.08
H27 -2.3538 -3.7697 2.4749  0.10
H28 -0.4076 0.0831 2.1911  0.05
H29 -3.5127 -3.0160 0.1323  0.13
H30 -2.7031 -4.4080 0.8506  0.10
H31 -4.0571 -5.1450 -1.0075  0.15
H32 -3.9070 -3.1613 -2.4968  0.12
H33 -3.3807 -4.6127 -3.3443  0.13
H34 -1.7809 -2.7163 -3.7046  0.14
H35 0.2995 -3.8906 -3.0129  0.10
H36 -0.8695 -5.0295 -3.6835  0.13
H37 0.1210 -5.9279 -1.5899  0.14
H38 -2.0037 -6.3802 -0.3700  0.12
H39 -2.2566 -6.4822 -2.1087  0.13
H40 0.6703 -3.7432 -0.5627  0.10
H41 -0.2588 -4.7433 0.5698  0.13
H42 -2.2881 -1.6069 -1.5337  0.07
H43 -0.5316 -1.8392 -1.8425  0.04

Computed properties:
* total charge: +1
* E_HOMO: -10.39 eV
* gap between HOMO and LUMO: 6.972 eV

***

*Q*
DFT (ωB97M-V/def2-TZVPD) results for a molecular structure, C37H43Cl2N4O2Zr.

Each line ends with the Löwdin charge.
Cartesian coordinates (Å):
Zr1 -0.6150 -0.8433 0.3337  1.78
O1 -4.2613 -2.6295 1.6152  0.13
C1 -3.6121 -1.7112 1.1708  -0.44
N1 -2.5967 -1.8366 0.2426  -0.02
C2 -1.8973 -3.0100 0.1923  -0.50
O2 -1.2235 -3.2540 -0.7984  0.08
C3 -1.4566 -3.5205 1.5476  -0.20
C4 -1.5653 -4.7823 2.0791  0.03
C5 -0.9921 -4.9995 3.3250  -0.01
C6 -0.3267 -3.9636 3.9625  -0.02
C7 -0.2415 -2.7325 3.3401  -0.11
N2 -0.8035 -2.5032 2.1496  0.03
C8 -3.8540 -0.2823 1.5304  -0.19
C9 -5.0779 0.1438 2.0087  0.03
C10 -5.2490 1.4980 2.2451  -0.02
C11 -4.1904 2.3563 1.9926  -0.02
C12 -2.9891 1.8304 1.5444  -0.11
N3 -2.8114 0.5269 1.3215  0.06
H1 -2.0935 -5.5575 1.5439  0.14
H2 -1.0657 -5.9706 3.7958  0.12
H3 0.1277 -4.1045 4.9325  0.12
H4 0.2835 -1.9038 3.7974  0.08
H5 -5.8629 -0.5814 2.1702  0.13
H6 -6.1932 1.8793 2.6097  0.12
H7 -4.2840 3.4222 2.1447  0.12
H8 -2.1384 2.4728 1.3577  0.11
Cl1 2.6053 -0.7032 2.8157  0.56
C13 3.6175 0.6339 2.2111  -0.94
Cl2 3.9499 0.4982 0.4851  0.58
H9 4.5550 0.6005 2.7523  0.03
H10 3.0809 1.5588 2.3841  0.00
C14 4.1652 -2.6106 -1.9212  -0.04
C15 3.3592 -3.3072 -0.8165  -0.62
C16 4.2210 -3.4562 0.4463  -0.05
C17 2.8902 -4.6878 -1.2966  -0.04
C18 2.1802 -2.4974 -0.4925  -0.12
C19 1.1840 -1.8421 -0.2445  -0.16
H11 5.0379 -3.2159 -2.1712  0.09
H12 4.5079 -1.6297 -1.5920  0.06
H13 3.5630 -2.4854 -2.8216  0.09
H14 5.0941 -4.0697 0.2184  0.09
H15 3.6578 -3.9397 1.2457  0.09
H16 4.5613 -2.4836 0.8014  0.06
H17 3.7574 -5.3029 -1.5427  0.09
H18 2.2636 -4.5990 -2.1842  0.09
H19 2.3144 -5.1932 -0.5207  0.09
C20 2.5877 4.8876 0.8789  -0.03
C21 1.7152 3.7120 1.2238  -0.26
C22 1.4154 3.4243 2.5572  -0.03
C23 0.6267 2.3319 2.8927  -0.29
C24 0.3475 1.9742 4.3253  -0.03
C25 0.1018 1.5684 1.8563  -0.11
C26 0.3367 1.8583 0.5026  -0.29
C27 1.1982 2.9179 0.2081  0.00
N4 -0.2763 1.0035 -0.4080  -0.15
C28 -0.5882 1.2842 -1.8161  -0.45
C29 -1.0661 2.7159 -2.0863  -0.07
C30 -1.4516 2.8527 -3.5673  -0.27
C31 -0.2354 2.5382 -4.4452  -0.11
C32 0.2277 1.1012 -4.1875  -0.28
C33 -0.9031 0.1186 -4.5034  -0.11
C34 -2.1258 0.4458 -3.6438  -0.27
C35 -2.5836 1.8825 -3.9161  -0.11
C36 -1.7738 0.3558 -2.1566  -0.11
C37 0.6122 0.9519 -2.7156  -0.07
H20 3.2236 5.1705 1.7163  0.08
H21 1.9743 5.7532 0.6210  0.09
H22 3.2228 4.6664 0.0215  0.08
H23 1.8122 4.0598 3.3408  0.13
H24 0.2280 2.8663 4.9389  0.09
H25 1.1751 1.3947 4.7406  0.08
H26 -0.5573 1.3715 4.4157  0.08
H27 -0.6241 0.8008 2.1461  0.06
H28 1.4737 3.1259 -0.8157  0.11
H29 -0.2886 3.4423 -1.8516  0.11
H30 -1.9252 2.9377 -1.4431  0.13
H31 -1.7809 3.8782 -3.7482  0.14
H32 0.5777 3.2375 -4.2281  0.12
H33 -0.4973 2.6656 -5.4986  0.12
H34 1.0951 0.8728 -4.8106  0.14
H35 -0.5719 -0.9072 -4.3154  0.13
H36 -1.1747 0.1824 -5.5601  0.13
H37 -2.9358 -0.2524 -3.8639  0.15
H38 -3.4763 2.1105 -3.3257  0.12
H39 -2.8550 1.9926 -4.9689  0.13
H40 -1.5919 -0.7112 -1.8998  0.09
H41 -2.6343 0.6599 -1.5521  0.12
H42 1.4455 1.6152 -2.4665  0.12
H43 0.9439 -0.0693 -2.5028  0.11

Computed properties:
* total charge: +1
* E_HOMO: -10.62 eV
* gap between HOMO and LUMO: 7.348 eV

***

Least stable: *Q*

***

*P*
DFT (ωB97M-V/def2-TZVPD) results for 2 unconnected molecules or ions with the total composition C9H11BrN.

Each line ends with the Löwdin charge.
Cartesian coordinates (Å):
C1 2.1478 1.5572 -0.0854  -0.05
C2 1.2486 1.8444 -1.0423  -0.08
C3 1.8889 0.5247 0.9011  0.02
C4 -0.0426 1.2486 -1.0772  -0.03
C5 0.6447 -0.0664 0.8249  -0.19
C6 -0.4011 0.3679 -0.0029  -0.28
C7 0.1463 -1.0214 1.8780  -0.06
C8 -1.5888 -0.1012 0.5206  -0.60
C9 -0.8658 -1.1931 -2.5300  0.28
N1 -1.3360 -0.9415 1.7535  0.07
Br1 -3.4513 0.2913 0.1488  0.77
H1 3.0962 2.0744 -0.0241  0.11
H2 1.4765 2.5089 -1.9036  0.13
H3 2.6897 -0.0063 1.3097  0.11
H4 -0.5642 1.5338 -1.9956  0.12
H5 0.4520 -2.1369 1.7556  0.17
H6 0.5125 -0.8333 3.0105  0.19
H7 -1.1739 -1.3987 -3.5181  0.02
H8 0.0294 -0.6343 -2.3600  0.00
H9 -1.4842 -1.3652 -1.6666  -0.01
H10 -1.8181 -1.7937 1.5468  0.16
H11 -1.6068 -0.4592 2.5563  0.14

Computed properties:
* total charge: +1
* E_HOMO (alpha / beta): -10.44 / -10.17 eV
* gap between HOMO and LUMO (alpha / beta): 4.351 / 3.800 eV

***

*Q*
DFT (ωB97M-V/def2-TZVPD) results for a gas-phase ion, C9H11BrN (charge +1).

Each line ends with the Löwdin charge.
Cartesian coordinates (Å):
C1 -0.8832 3.2646 0.6296  -0.04
C2 -0.7594 1.8493 0.1949  0.01
C3 -0.7266 0.7014 -0.1854  -0.03
C4 -0.9075 -0.7029 -0.4221  -0.22
C5 -1.2542 -1.6643 0.7392  0.02
C6 -0.4011 -1.7252 1.7581  -0.03
C7 0.8929 -1.0924 1.5465  -0.07
C8 1.3022 -0.7974 0.3059  -0.59
Br1 2.9840 0.1845 0.1101  0.84
N1 0.4697 -1.1040 -0.8447  -0.11
C9 0.9278 -0.5395 -2.1437  -0.02
H1 -1.8780 3.4149 0.5885  0.04
H2 -0.3062 3.8377 -0.0839  0.08
H3 -0.2295 3.5256 1.5334  0.13
H4 -1.5545 -0.7703 -1.1905  0.13
H5 -2.2317 -2.1663 0.7904  0.13
H6 -0.6985 -2.3576 2.5710  0.12
H7 1.5308 -0.8490 2.2929  0.08
H8 0.6303 -2.1702 -0.8303  0.24
H9 0.5884 0.4621 -2.0328  0.08
H10 2.0039 -0.3124 -2.2420  0.06
H11 0.5004 -0.9889 -3.0852  0.14

Computed properties:
* SMILES: CC#C[C@@H]1C=CC=C(Br)[N@@H+]1C
* total charge: +1
* E_HOMO: -13.16 eV
* gap between HOMO and LUMO: 9.188 eV

***

*R*
DFT (ωB97M-V/def2-TZVPD) results for a gas-phase ion, C9H11BrN (charge +1).

Each line ends with the Löwdin charge.
Cartesian coordinates (Å):
C1 1.6097 -2.3226 0.3753  -0.04
C2 0.6483 -2.7985 -0.5024  -0.08
C3 1.5069 -1.0426 0.9867  0.01
C4 -0.3732 -1.9900 -0.9113  -0.03
C5 0.4052 -0.2560 0.5796  -0.24
C6 -0.4987 -0.7173 -0.3592  -0.30
C7 0.1867 1.1095 1.1187  -0.15
C8 -1.6835 0.1606 -0.4560  -0.47
C9 -0.7727 1.8895 0.2293  -0.10
N1 -0.0524 2.6448 -0.9508  0.20
Br1 -3.1145 -0.1930 0.8120  0.76
H1 2.5250 -2.9507 0.6371  0.14
H2 0.6786 -3.8090 -0.8499  0.11
H3 2.2090 -0.8581 1.7414  0.10
H4 -1.2297 -2.5415 -1.4032  0.15
H5 -0.2989 0.9731 2.1465  0.16
H6 1.2667 1.3654 1.2638  0.14
H7 -1.9179 0.5038 -1.4153  0.05
H8 -1.3568 2.4719 0.8166  0.08
H9 -0.6267 3.4395 -1.2058  0.15
H10 -0.0918 2.0037 -1.8046  0.19
H11 0.9807 2.9172 -0.8484  0.20

Computed properties:
* total charge: +1
* E_HOMO: -12.61 eV
* gap between HOMO and LUMO: 8.894 eV

***

Least stable: *P*